Below is the molecule CHF2NO at a distorted geometry, with properties calculated with ωB97M-V/def2-TZVPD.

Structure (ORCA input):
```
! RIJCOSX wB97M-V def2-TZVPD def2/J DEFGRID3
* xyz 0 1
C -0.63 0.31 0.24
N 0.50 -0.33 -0.22
O -0.80 0.86 1.25
F -1.49 0.23 -0.72
F 1.51 -0.64 0.62
H 0.91 -0.43 -1.17
*
```

Summary:
HOMO energy, eV: -10.9
LUMO level, eV: 0.70
Energy above the lowest of the compared OMol25 structures with the same formula, charge and spin, kcal/mol: 2.86
SMILES string: O=C(F)NF
Gap between HOMO and LUMO, eV: 11.570



Below is a cluster of 2 separate species, HO2S2 in total at a distorted geometry, with properties calculated with ωB97M-V/def2-TZVPD.

Structure (ORCA input):
```
! RIJCOSX wB97M-V def2-TZVPD def2/J DEFGRID3
* xyz -1 1
O -2.28 -1.05 1.48
O -2.42 -1.46 -1.00
S -3.28 1.16 -0.09
S -2.13 -0.51 0.11
H 0.57 -0.18 -0.47
*
```

Summary:
HOMO energy (alpha / beta), eV: -4.2 / -4.0
LUMO level (alpha / beta), eV: 2.84 / 2.66
Energy above the lowest of the compared OMol25 structures with the same formula, charge and spin, kcal/mol: 62.79
Gap between HOMO and LUMO (alpha / beta), eV: 7.013 / 6.656



Below is a structure of composition C36H34Cl2IN6O5SZr at a distorted geometry, with properties calculated with ωB97M-V/def2-TZVPD.

Structure (ORCA input):
```
! RIJCOSX wB97M-V def2-TZVPD def2/J DEFGRID3
* xyz -1 1
Zr 0.59 -0.72 0.20
C -3.68 -5.03 0.41
C -3.89 -3.85 -0.48
N -5.08 -3.89 -1.27
C -5.73 -2.87 -1.66
C -5.48 -1.40 -1.41
C -6.60 -0.42 -1.59
O -7.37 -0.26 -0.40
C -4.25 -1.13 -1.05
C -2.51 -0.16 0.41
N -1.47 0.19 1.28
C -1.52 1.29 2.06
C -2.37 2.40 1.84
C -2.35 3.50 2.68
C -1.49 3.56 3.77
C -0.63 2.49 4.01
C -0.66 1.38 3.19
I 0.59 -0.25 3.59
C -3.15 -2.75 -0.57
O -1.04 -1.37 -0.67
H -4.63 -5.55 0.55
H -3.30 -4.71 1.38
H -2.97 -5.74 -0.02
H -6.62 -3.08 -2.26
H -7.30 -0.79 -2.35
H -6.20 0.53 -1.93
H -6.77 -0.02 0.31
H -3.47 0.26 0.65
H -3.03 2.38 0.98
H -3.01 4.33 2.48
H -1.47 4.43 4.42
H 0.04 2.51 4.85
C 6.19 -1.39 1.86
C 6.10 -0.93 0.41
N 5.34 0.30 0.27
C 6.09 1.55 0.43
C 6.36 2.25 -0.89
C 4.00 0.33 0.14
S 3.19 -1.20 -0.03
N 3.49 1.57 0.05
C 2.24 1.87 0.35
O 1.42 1.08 0.91
C 1.79 3.27 0.17
C 0.45 3.49 -0.14
C -0.01 4.80 -0.24
C 0.85 5.86 -0.01
C 2.18 5.63 0.30
C 2.66 4.33 0.38
H 6.75 -2.32 1.94
H 5.19 -1.56 2.26
H 6.68 -0.63 2.49
H 5.64 -1.70 -0.19
H 7.10 -0.74 0.01
H 7.04 1.29 0.92
H 5.55 2.21 1.10
H 6.88 1.58 -1.58
H 6.98 3.13 -0.74
H 5.42 2.55 -1.35
H -0.20 2.65 -0.32
H -1.05 4.98 -0.50
H 0.48 6.88 -0.08
H 2.85 6.46 0.48
H 3.69 4.13 0.61
O 0.82 -2.83 -1.16
C 0.72 -3.46 -0.10
C 1.16 -4.90 0.09
C 0.89 -5.14 1.56
C 0.29 -3.82 2.06
O -0.09 -3.66 3.20
N 0.24 -2.89 1.04
H 2.21 -4.97 -0.18
H 0.60 -5.54 -0.59
H 1.79 -5.34 2.14
H 0.18 -5.95 1.76
Cl -2.55 -1.23 -0.82
C -2.23 -0.67 -2.39
C -2.81 -1.05 -3.59
C -2.74 -0.25 -4.71
C -2.00 0.95 -4.64
C -1.18 1.22 -3.59
Cl -0.14 2.62 -3.69
C -1.00 0.34 -2.44
N 0.02 0.42 -1.68
H -3.39 -1.97 -3.64
H -3.28 -0.52 -5.61
H -2.02 1.65 -5.47
*
```

Summary:
HOMO energy, eV: -3.1
LUMO level, eV: 2.18
Energy above the lowest of the compared OMol25 structures with the same formula, charge and spin, kcal/mol: 511.79
Gap between HOMO and LUMO, eV: 5.316



Below is a cluster of 12 separate species, H23O12 in total at a distorted geometry, with properties calculated with ωB97M-V/def2-TZVPD.

Structure (ORCA input):
```
! RIJCOSX wB97M-V def2-TZVPD def2/J DEFGRID3
* xyz -1 1
O -0.36 -1.41 -1.00
H -0.10 -2.22 -0.55
H 3.99 1.79 -0.90
O 1.42 2.94 -1.34
H 1.49 2.27 -0.64
H 0.58 2.60 -1.68
O -4.12 -2.03 -0.85
H -3.38 -2.64 -0.82
O 4.48 1.55 -1.68
H -1.55 -0.55 -0.20
H 4.34 0.65 -1.96
O -0.12 -0.49 2.51
H -0.43 0.27 2.06
H -0.58 -2.08 -2.29
O -2.75 -0.65 3.87
H -1.89 -0.96 3.56
H -4.58 -2.26 -0.04
O -2.18 -0.25 0.50
H -2.66 0.51 0.18
H -3.03 -0.20 3.08
O 1.44 1.70 1.24
H 1.43 0.77 1.19
H 2.26 1.99 1.65
O -0.76 1.56 -2.63
H -1.15 1.71 -1.76
H -1.08 0.64 -2.71
O 2.06 -0.77 -2.01
H 2.05 -1.39 -2.75
H 1.28 -1.09 -1.49
O 1.84 0.82 4.50
H 1.24 0.07 4.59
H 1.37 1.46 3.95
O -0.71 -2.69 -3.14
H -0.08 -1.19 1.88
H -1.38 -2.28 -3.67
*
```

Summary:
HOMO energy, eV: -6.5
LUMO level, eV: 2.71
Energy above the lowest of the compared OMol25 structures with the same formula, charge and spin, kcal/mol: 57.26
Gap between HOMO and LUMO, eV: 9.195



Below is a structure of composition C4H4N2O2S at a distorted geometry, with properties calculated with ωB97M-V/def2-TZVPD.

Structure (ORCA input):
```
! RIJCOSX wB97M-V def2-TZVPD def2/J DEFGRID3
* xyz 0 1
C 0.15 -0.83 0.00
C 1.22 -1.67 -0.10
C 0.60 0.52 -0.24
C -0.22 1.77 -0.21
H -1.76 -0.47 0.61
H -1.28 -2.10 0.72
H 1.21 -2.74 0.03
H -1.90 2.44 0.25
N -1.17 -1.21 0.25
N 1.88 0.67 -0.53
O -1.48 1.54 0.27
O 0.14 2.86 -0.56
S 2.62 -0.78 -0.49
*
```

Summary:
HOMO energy, eV: -8.6
LUMO level, eV: 0.25
Energy above the lowest of the compared OMol25 structures with the same formula, charge and spin, kcal/mol: 3.21
Gap between HOMO and LUMO, eV: 8.889



Below is a cluster of 6 separate species, C9H24F24N2P4 in total at a distorted geometry, with properties calculated with ωB97M-V/def2-TZVPD.

Structure (ORCA input):
```
! RIJCOSX wB97M-V def2-TZVPD def2/J DEFGRID3
* xyz -2 1
N 0.85 -1.18 -2.31
H 0.90 -2.11 -1.85
H -0.08 -0.77 -2.20
H 1.18 -1.17 -3.28
H 1.51 -0.56 -1.79
C 0.15 4.66 4.06
C 0.37 3.71 2.85
C -0.69 2.66 2.69
C -0.25 1.38 1.98
N -1.38 0.34 1.96
C -1.60 -0.30 3.33
C -0.93 -1.67 3.33
C -1.24 -2.11 1.89
C -0.88 -0.86 1.13
C -2.69 0.82 1.34
H 1.01 4.67 4.73
H -0.78 4.41 4.58
H 0.03 5.69 3.71
H 1.31 3.17 3.02
H 0.57 4.26 1.93
H -1.50 3.06 2.07
H -1.22 2.41 3.62
H 0.54 0.83 2.48
H 0.05 1.57 0.96
H -2.65 -0.56 3.47
H -1.32 0.45 4.05
H -1.34 -2.42 4.00
H 0.15 -1.65 3.46
H -2.26 -2.51 1.85
H -0.62 -2.96 1.60
H -1.24 -0.86 0.11
H 0.20 -0.81 1.27
H -3.36 -0.03 1.41
H -2.41 1.03 0.32
H -3.01 1.70 1.88
P 0.86 -4.48 -0.41
F 1.16 -2.89 -0.32
F 1.21 -4.61 1.19
F -0.70 -4.11 -0.13
F 0.50 -6.04 -0.36
F 0.55 -4.38 -2.00
F 2.43 -4.76 -0.78
P -2.76 0.22 -2.59
F -2.95 1.79 -2.84
F -3.62 0.29 -1.23
F -4.10 -0.18 -3.40
F -2.46 -1.36 -2.31
F -1.89 0.13 -3.94
F -1.39 0.58 -1.72
P 2.26 -0.39 -5.71
F 3.29 0.80 -5.27
F 3.36 -0.84 -6.82
F 2.91 -1.38 -4.58
F 1.33 -1.65 -6.11
F 1.21 0.18 -4.63
F 1.53 0.53 -6.82
P 2.85 1.18 -0.40
F 1.94 0.33 0.62
F 2.42 2.55 0.40
F 4.10 1.00 0.58
F 3.68 2.08 -1.46
F 3.30 -0.16 -1.19
F 1.58 1.32 -1.40
*
```

Summary:
HOMO energy, eV: -6.6
LUMO level, eV: 3.43
Gap between HOMO and LUMO, eV: 10.007



Below is the molecule C4HNO at a distorted geometry, with properties calculated with ωB97M-V/def2-TZVPD.

Structure (ORCA input):
```
! RIJCOSX wB97M-V def2-TZVPD def2/J DEFGRID3
* xyz 0 1
O 0.85 0.75 0.08
C -0.02 -0.15 0.57
C -0.93 -0.52 -0.45
C -1.77 -1.05 -1.13
C 1.77 1.10 0.96
N 2.61 1.41 1.69
H -2.52 -1.53 -1.73
*
```

Summary:
HOMO energy, eV: -10.0
LUMO level, eV: -1.58
Energy above the lowest of the compared OMol25 structures with the same formula, charge and spin, kcal/mol: 71.48
Gap between HOMO and LUMO, eV: 8.428



Below is a structure of composition C33H27CrFNO2S3SeTe, with properties calculated with ωB97M-V/def2-TZVPD.

Structure (ORCA input):
```
! RIJCOSX wB97M-V def2-TZVPD def2/J DEFGRID3
* xyz -2 2
Cr 0.29 -0.70 -1.12
Se 0.00 -1.99 1.14
C 0.26 -0.95 2.71
C -0.81 -0.54 3.52
C -0.57 0.11 4.72
N 0.64 0.39 5.19
C 1.66 0.03 4.41
C 1.53 -0.62 3.20
H -1.83 -0.76 3.21
H -1.41 0.40 5.34
H 2.65 0.28 4.78
H 2.41 -0.88 2.63
Te -0.38 -3.10 -2.25
C -1.94 -4.09 -1.22
C -2.03 -5.48 -1.29
C -3.07 -6.17 -0.68
C -4.05 -5.47 0.02
C -3.97 -4.09 0.09
C -2.93 -3.41 -0.52
H -1.27 -6.04 -1.82
H -3.11 -7.25 -0.74
H -4.87 -6.00 0.49
H -4.73 -3.52 0.62
H -2.88 -2.33 -0.45
C 0.35 -0.10 -4.32
C 0.78 -0.43 -2.92
O 1.91 -0.83 -2.61
H 1.12 -0.39 -5.05
H 0.16 0.97 -4.39
H -0.58 -0.63 -4.53
O 1.44 0.61 -0.12
C 2.31 1.63 -0.04
C 2.08 2.75 -1.07
C 1.87 4.09 -0.85
C 1.70 4.83 -2.05
C 1.78 4.04 -3.16
S 2.06 2.40 -2.75
C 3.74 1.13 -0.23
C 4.88 1.80 -0.57
C 6.03 0.96 -0.56
C 5.72 -0.32 -0.21
S 4.04 -0.52 0.08
C 2.20 2.28 1.34
C 1.04 2.41 2.04
C 1.20 3.14 3.25
C 2.49 3.54 3.45
S 3.51 3.02 2.17
H 1.84 4.52 0.14
H 1.51 5.89 -2.08
H 1.67 4.33 -4.19
H 4.89 2.85 -0.83
H 7.02 1.29 -0.81
H 6.39 -1.16 -0.15
H 0.13 1.96 1.70
H 0.41 3.31 3.96
H 2.89 4.06 4.29
F -6.34 -1.30 -0.07
C -5.10 -0.80 -0.38
C -4.28 -0.38 0.65
C -3.02 0.11 0.34
C -2.57 0.20 -0.99
C -1.23 0.71 -1.29
C -3.44 -0.25 -1.99
C -4.70 -0.76 -1.69
H -4.62 -0.45 1.68
H -2.35 0.41 1.14
H -0.88 1.43 -0.54
H -1.19 1.19 -2.28
H -3.11 -0.22 -3.02
H -5.35 -1.13 -2.47
*
```

Summary:
HOMO energy (alpha / beta), eV: -1.2 / -1.2
LUMO level (alpha / beta), eV: 4.08 / 4.08
Energy above the lowest of the compared OMol25 structures with the same formula, charge and spin, kcal/mol: 7.01
Gap between HOMO and LUMO (alpha / beta), eV: 5.304 / 5.303